Entry 1:
Density functional theory data (ωB97M-V/def2-TZVPD) for C12H28AgN5O7 as an isolated structure in a non-equilibrium geometry.

energy	-38677.572	eV
Kohn-Sham gap	7.49	eV
max |F|	2.8	eV/Å
net charge	0

Element x y z (Å)
Ag: 0.189 1.359 0.838
N: -0.074 4.131 1.939
O: 0.979 3.614 2.428
O: -0.202 5.364 1.953
O: -0.852 3.361 1.312
C: 3.104 -2.024 0.989
C: 2.345 -1.304 2.103
O: 1.815 -0.227 1.887
N: 2.268 -1.926 3.292
C: 1.547 -1.457 4.470
H: 2.787 -1.609 0.037
H: 2.807 -3.076 0.967
H: 4.172 -2.026 1.199
H: 2.415 -2.919 3.356
H: 1.394 -2.332 5.100
H: 0.587 -0.989 4.255
H: 2.200 -0.771 5.009
C: -3.756 1.342 1.226
C: -2.822 0.344 1.895
O: -1.817 0.717 2.477
N: -3.119 -0.959 1.678
C: -2.334 -2.118 2.081
H: -4.753 0.903 1.272
H: -3.407 1.339 0.187
H: -3.681 2.398 1.466
H: -3.875 -1.183 1.055
H: -2.128 -2.806 1.261
H: -2.880 -2.748 2.787
H: -1.389 -1.804 2.516
C: 1.344 3.794 -2.716
C: 0.347 2.645 -2.772
O: 0.155 1.988 -1.747
N: -0.271 2.485 -3.938
C: -1.107 1.301 -4.225
H: 1.144 4.452 -1.870
H: 1.130 4.529 -3.500
H: 2.369 3.440 -2.767
H: -0.199 3.184 -4.655
H: -1.555 1.393 -5.212
H: -1.973 1.276 -3.564
H: -0.451 0.444 -4.116
C: 0.192 -2.985 -0.528
C: 0.078 -1.520 -0.955
O: -0.463 -0.727 -0.185
N: 0.667 -1.002 -2.050
C: 1.302 -1.733 -3.144
H: 1.056 -3.537 -0.887
H: -0.749 -3.530 -0.511
H: 0.324 -2.796 0.541
H: 0.671 0.013 -2.084
H: 2.318 -1.333 -3.153
H: 0.834 -1.581 -4.115
H: 1.320 -2.788 -2.881

Atomic forces in eV per Å
Ag -0.107 0.304 0.440
N 2.787 0.265 -0.266
O -1.044 0.102 -0.136
O -0.916 -0.955 0.098
O -0.789 0.446 -0.136
C -0.596 -0.668 0.707
C -0.329 0.158 -0.906
O 0.163 0.213 0.262
N -0.393 -0.928 0.652
C 0.426 0.299 0.053
H 0.484 0.323 0.011
H 0.038 -0.065 0.113
H 0.055 0.341 -0.349
H 0.514 0.069 -0.582
H -0.112 0.081 0.057
H 0.109 0.092 -0.200
H -0.323 0.194 0.097
C 0.184 -1.055 -0.868
C 0.886 1.283 -0.039
O -0.003 -0.589 0.376
N -0.324 -1.055 -0.222
C -0.040 0.015 0.238
H -0.254 0.564 -0.158
H -0.290 -0.202 -0.174
H 0.075 -0.259 0.897
H -0.121 0.315 0.077
H 0.072 0.411 -0.383
H -0.042 0.300 0.340
H -0.060 0.140 -0.003
C -1.037 1.049 -0.524
C 0.970 1.547 1.718
O -0.087 -0.811 -1.119
N -1.110 -1.087 -0.899
C 0.000 1.111 0.361
H 0.304 -0.744 0.641
H 0.412 -0.423 -0.562
H 0.000 0.071 0.138
H 0.308 0.046 0.114
H 0.504 -0.099 -0.216
H 0.284 -0.293 0.394
H -0.475 -0.398 -0.134
C 0.017 0.978 0.913
C -0.044 0.789 0.095
O -0.389 -0.546 0.285
N -0.045 -0.954 -0.717
C 0.459 0.577 1.103
H -0.254 -0.113 -0.294
H 0.015 -0.043 -0.774
H 0.341 -0.334 0.067
H -0.291 0.006 0.169
H 0.172 -0.439 -0.555
H -0.163 -0.019 0.077
H 0.060 -0.008 -0.277

Population analysis type natural (NBO), resulting atomic charges in e: Ag 0.920; N 0.706; O -0.553; O -0.482; O -0.623; C -0.705; C 0.683; O -0.651; N -0.610; C -0.415; H 0.234; H 0.209; H 0.241; H 0.389; H 0.195; H 0.230; H 0.210; C -0.711; C 0.690; O -0.643; N -0.616; C -0.407; H 0.203; H 0.234; H 0.268; H 0.385; H 0.184; H 0.187; H 0.232; C -0.708; C 0.686; O -0.676; N -0.600; C -0.416; H 0.262; H 0.203; H 0.238; H 0.406; H 0.211; H 0.218; H 0.198; C -0.734; C 0.690; O -0.692; N -0.617; C -0.412; H 0.220; H 0.245; H 0.252; H 0.436; H 0.203; H 0.196; H 0.209

Entry 2:
Density functional theory data (ωB97M-V/def2-TZVPD) for C12H28AsF6OPSe3TeTi as an isolated structure in a non-equilibrium geometry.

energy	-327833.983	eV
spin multiplicity	4
Kohn-Sham gap (alpha / beta)	6.31 / 5.14	eV
max |F|	4.5	eV/Å
net charge	-1

Element x y z (Å)
Ti: 0.035 0.351 0.557
Se: 2.526 0.151 1.043
Se: 2.801 -1.910 1.822
Te: 0.792 1.627 3.479
Se: -0.626 -0.330 2.860
F: 0.596 1.623 -1.234
As: 0.317 3.117 -0.304
F: -0.705 2.198 0.834
F: 1.770 2.848 0.591
F: -0.041 4.553 0.627
F: 1.227 4.021 -1.504
F: -1.121 3.398 -1.293
C: 1.334 -1.196 -2.606
C: 0.953 -1.869 -1.274
C: 0.118 -3.125 -1.544
O: 0.285 -1.002 -0.437
H: 2.060 -1.812 -3.129
H: 1.785 -0.219 -2.423
H: 0.461 -1.072 -3.247
H: 1.894 -2.178 -0.773
H: -0.835 -2.826 -1.980
H: -0.060 -3.666 -0.618
H: 0.646 -3.778 -2.236
C: -4.076 1.333 2.084
C: -4.020 1.205 0.562
C: -3.799 2.589 -0.046
P: -2.690 -0.025 0.045
C: -3.117 -0.424 -1.753
C: -2.134 0.354 -2.628
C: -4.546 -0.192 -2.235
C: -3.297 -1.526 1.007
C: -2.295 -2.680 0.927
C: -4.705 -2.033 0.704
H: -4.653 2.213 2.360
H: -3.076 1.442 2.506
H: -4.548 0.470 2.546
H: -4.976 0.814 0.193
H: -2.951 3.095 0.418
H: -4.678 3.209 0.129
H: -3.623 2.550 -1.118
H: -2.887 -1.495 -1.842
H: -2.336 1.427 -2.591
H: -2.191 0.037 -3.670
H: -1.117 0.185 -2.274
H: -4.794 0.867 -2.226
H: -5.280 -0.727 -1.638
H: -4.634 -0.546 -3.263
H: -3.277 -1.163 2.044
H: -2.466 -3.294 0.044
H: -2.394 -3.316 1.808
H: -1.265 -2.301 0.898
H: -4.759 -2.449 -0.300
H: -5.453 -1.249 0.807
H: -4.958 -2.826 1.409

Atomic forces in eV per Å
Ti -0.602 -0.244 1.694
Se 1.242 0.558 -0.314
Se 0.075 -0.655 0.343
Te -0.303 -0.400 0.729
Se -0.044 0.153 0.907
F -0.352 0.249 0.911
As 0.352 3.964 -2.094
F 0.013 1.033 -0.411
F -0.732 0.023 -0.336
F 0.174 -0.848 -0.397
F -0.393 -0.558 0.711
F 0.681 -0.453 0.716
C -0.038 0.082 0.488
C 0.912 -0.866 -0.962
C 0.232 0.418 0.303
O -0.227 -2.210 -1.805
H 0.067 -0.112 -0.075
H -0.029 -0.076 -0.008
H -0.056 0.045 -0.020
H -0.401 0.173 -0.122
H -0.146 -0.080 -0.079
H -0.064 -0.064 0.043
H 0.035 -0.069 -0.112
C 0.044 -0.115 -0.044
C 0.258 -0.071 -0.163
C 0.080 -0.063 -0.035
P -1.129 -0.188 -0.014
C 0.225 0.121 0.283
C 0.143 -0.138 0.108
C 0.087 -0.168 0.182
C 0.244 0.126 -0.007
C 0.280 0.312 0.084
C 0.182 0.232 0.152
H -0.119 0.133 0.013
H 0.007 -0.005 0.034
H -0.012 -0.090 0.123
H 0.073 0.025 0.049
H -0.026 -0.088 -0.092
H -0.136 0.048 0.018
H 0.057 0.068 -0.062
H 0.014 0.075 0.032
H 0.069 -0.016 0.027
H -0.063 -0.047 -0.114
H -0.053 0.145 -0.157
H -0.055 0.109 0.012
H -0.099 0.018 0.041
H -0.033 0.012 -0.109
H 0.041 -0.006 -0.203
H 0.014 -0.025 -0.139
H -0.021 -0.102 0.002
H -0.259 -0.277 0.030
H -0.056 -0.049 -0.127
H -0.121 0.041 -0.051
H -0.032 -0.082 0.015

Population analysis type natural (NBO), resulting atomic charges in e: Ti 0.995; Se -0.265; Se -0.252; Te 0.138; Se -0.509; F -0.595; As 2.824; F -0.600; F -0.570; F -0.600; F -0.607; F -0.608; C -0.623; C 0.105; C -0.614; O -0.842; H 0.205; H 0.230; H 0.196; H 0.194; H 0.194; H 0.218; H 0.204; C -0.617; C -0.499; C -0.607; P 0.899; C -0.507; C -0.600; C -0.612; C -0.510; C -0.613; C -0.611; H 0.204; H 0.238; H 0.202; H 0.204; H 0.229; H 0.199; H 0.208; H 0.216; H 0.215; H 0.198; H 0.226; H 0.206; H 0.207; H 0.206; H 0.241; H 0.195; H 0.211; H 0.245; H 0.198; H 0.203; H 0.208